Entry from the OMol25 dataset: a structure of composition CrH16O8 at a distorted geometry (ωB97M-V/def2-TZVPD).

Output
- calculated total energy (Eh) = -1654.8794
- charge = +3
- expectation value of S² = 3.789
- LUMO level (alpha / beta) (hartree) = -0.59050 / -0.51627
- highest occupied orbital energy (alpha / beta) (eV) = -23.335 / -23.345
- ΔE to the lowest compared entry with this formula, charge and spin (eV) = 1.086
- 2S+1 = 4
- frontier orbital gap (alpha / beta) (eV) = 7.27 / 9.30

```
25
Properties=species:S:1:pos:R:3:lowdin_charge:R:1
Cr -0.07581 0.37336 0.58253 1.327
O -0.73712 -1.59326 1.55184 0.035
H -1.63656 -1.76742 1.27386 0.109
H -0.08373 -2.25055 1.29587 0.075
O 1.56585 0.42522 1.69840 -0.016
H 2.43882 0.51625 1.32615 0.125
H 1.60807 0.75364 2.63494 0.177
O -1.57077 0.60578 -0.64985 -0.062
H -1.54304 1.43704 -1.16530 0.137
H -1.79462 -0.12448 -1.32039 0.136
O 1.16344 -2.10679 -0.10437 -0.016
H 0.65912 -2.40881 -0.88763 0.076
H 2.02545 -2.09442 -0.49260 0.082
O -1.45046 1.40611 2.24640 0.034
H -1.10461 1.99747 2.94742 0.137
H -2.08976 1.96484 1.79210 0.106
O 1.59569 0.56384 -1.74442 -0.020
H 2.53081 0.78433 -1.71921 0.100
H 1.36258 0.69745 -2.65654 0.089
O 0.35737 2.41988 -0.25020 0.004
H 0.72687 2.30534 -1.09577 0.042
H 0.78850 3.18920 0.14702 0.143
O -1.45316 -2.04144 -1.54475 -0.044
H -2.09811 -2.76623 -1.41452 0.116
H -1.18483 -2.28636 -2.45099 0.107
```